(1)
{"formula": "C36H31F9N3O3ReS2", "method": "the ωB97M-V functional and the def2-TZVPD basis", "orbital_gap_ev": [5.7, 6.1], "total_energy_ev": -96701.6421, "lumo_ev": [-4.20, -4.00], "multiplicity": 2, "charge": 1, "homo_energy_ev": [-9.90, -10.06], "symbols": ["Re", "C", "C", "C", "C", "C", "C", "C", "C", "C", "C", "H", "H", "H", "H", "H", "H", "H", "H", "H", "H", "H", "H", "H", "H", "H", "O", "S", "O", "N", "C", "C", "C", "C", "C", "C", "C", "C", "N", "C", "C", "C", "C", "C", "C", "C", "H", "H", "H", "H", "H", "H", "H", "H", "H", "H", "H", "F", "C", "F", "F", "C", "O", "C", "F", "F", "F", "C", "F", "F", "F", "S", "C", "N", "C", "C", "C", "C", "C", "C", "H", "H", "H", "H", "H"], "xyz": [[0.014, 0.168, 0.453], [-1.375, -0.253, 3.038], [-1.639, -1.574, 3.202], [-0.414, -2.335, 3.003], [0.607, -1.473, 2.736], [0.052, -0.096, 2.612], [0.830, 1.037, 3.283], [2.062, -1.836, 2.803], [-0.295, -3.817, 3.195], [-2.949, -2.177, 3.611], [-2.274, 0.864, 3.483], [0.371, 2.012, 3.108], [1.860, 1.088, 2.932], [0.852, 0.870, 4.363], [2.263, -2.803, 2.338], [2.360, -1.918, 3.852], [2.715, -1.103, 2.344], [-0.180, -4.340, 2.242], [-1.173, -4.229, 3.691], [0.574, -4.067, 3.805], [-3.154, -3.099, 3.065], [-3.779, -1.492, 3.439], [-2.957, -2.430, 4.674], [-2.364, 0.847, 4.572], [-3.292, 0.783, 3.096], [-1.885, 1.846, 3.221], [3.791, 1.148, 0.728], [2.697, 0.739, -0.086], [2.089, -0.606, 0.112], [1.318, 1.566, 0.288], [0.924, 2.917, 0.192], [1.726, 4.004, 0.030], [1.148, 5.295, -0.017], [-0.198, 5.459, 0.117], [-1.045, 4.334, 0.307], [-2.446, 4.434, 0.461], [-3.184, 3.302, 0.638], [-2.536, 2.058, 0.652], [-1.235, 1.907, 0.518], [-0.477, 3.056, 0.340], [3.192, 0.823, -1.751], [3.032, -0.298, -2.553], [3.622, -0.294, -3.808], [4.323, 0.818, -4.246], [4.459, 1.939, -3.434], [3.909, 1.943, -2.167], [2.797, 3.882, -0.048], [1.790, 6.154, -0.151], [-0.641, 6.445, 0.087], [-2.917, 5.408, 0.439], [-4.256, 3.336, 0.759], [-3.114, 1.162, 0.789], [2.467, -1.148, -2.201], [3.517, -1.159, -4.448], [4.773, 0.814, -5.229], [5.015, 2.799, -3.781], [4.054, 2.787, -1.508], [-1.633, -1.863, -2.984], [-0.745, -1.019, -3.528], [0.451, -1.591, -3.430], [-1.040, -0.894, -4.817], [-0.768, 0.342, -2.760], [-0.080, 0.184, -1.607], [-0.051, 1.437, -3.628], [0.376, 2.425, -2.839], [-0.848, 1.967, -4.552], [1.007, 0.931, -4.256], [-2.250, 0.793, -2.595], [-2.961, 0.644, -3.702], [-2.864, 0.083, -1.635], [-2.307, 2.080, -2.226], [-3.298, -3.062, -0.258], [-2.529, -1.634, 0.219], [-1.228, -1.605, 0.154], [-0.744, -2.831, -0.335], [0.591, -3.187, -0.525], [0.868, -4.447, -1.009], [-0.154, -5.362, -1.302], [-1.475, -5.026, -1.107], [-1.750, -3.749, -0.620], [-3.107, -0.812, 0.604], [1.390, -2.500, -0.290], [1.899, -4.737, -1.158], [0.097, -6.343, -1.679], [-2.272, -5.723, -1.326]], "forces_ev_per_a": [[0.42, 0.54, -0.08], [0.06, 0.16, 0.12], [0.01, -0.22, -0.01], [-0.15, -0.03, 0.13], [0.07, 0.02, 0.08], [-0.25, -0.18, -0.11], [0.07, -0.03, 0.04], [-0.06, -0.01, -0.04], [0.00, 0.08, -0.02], [0.06, 0.00, -0.01], [0.05, -0.02, -0.07], [0.00, 0.01, -0.03], [0.01, -0.01, 0.02], [-0.02, 0.00, 0.01], [0.00, 0.00, -0.05], [-0.02, -0.02, 0.02], [0.00, 0.05, -0.02], [0.00, -0.01, -0.06], [-0.01, 0.01, 0.00], [0.03, 0.00, 0.00], [0.00, 0.01, -0.01], [-0.01, 0.03, 0.00], [0.02, -0.01, 0.01], [0.01, -0.01, 0.02], [-0.03, 0.00, -0.04], [0.01, 0.03, -0.05], [-0.05, 0.02, 0.10], [0.04, -0.24, 0.40], [0.31, 0.14, -0.16], [-0.29, 0.28, -0.11], [0.18, -0.51, 0.07], [0.04, 0.24, -0.04], [0.04, -0.13, 0.02], [-0.07, -0.06, 0.02], [-0.04, 0.14, -0.04], [0.05, 0.07, 0.00], [0.01, -0.08, 0.00], [-0.03, 0.03, 0.04], [0.06, 0.08, -0.19], [-0.07, -0.17, 0.03], [0.00, 0.10, -0.06], [0.06, 0.05, 0.00], [-0.03, 0.00, -0.01], [0.00, 0.00, -0.01], [0.00, 0.01, 0.01], [-0.04, -0.07, -0.11], [0.00, 0.03, 0.03], [0.01, 0.01, -0.01], [-0.02, 0.01, -0.01], [0.00, 0.02, -0.01], [-0.01, -0.01, 0.00], [-0.04, -0.09, -0.01], [0.05, 0.03, 0.01], [0.00, -0.01, -0.01], [0.01, 0.00, -0.01], [0.00, 0.01, -0.01], [0.03, 0.00, 0.03], [-0.14, -0.07, 0.03], [-0.12, 0.05, 0.00], [0.15, -0.08, -0.02], [-0.03, 0.08, -0.20], [0.14, 0.00, -0.23], [-0.33, -0.13, 0.25], [-0.08, -0.10, 0.03], [0.06, 0.13, 0.14], [-0.16, 0.07, -0.13], [0.17, -0.05, -0.05], [0.13, -0.04, 0.10], [-0.08, 0.00, -0.16], [-0.05, 0.16, 0.03], [-0.01, 0.08, 0.00], [-0.06, -0.11, -0.05], [0.14, -0.05, 0.43], [-0.20, -0.12, -0.17], [0.05, 0.11, 0.15], [0.05, 0.01, 0.01], [-0.04, -0.07, 0.00], [0.05, 0.05, 0.01], [0.03, 0.09, -0.01], [-0.08, -0.19, 0.04], [-0.01, 0.04, 0.00], [-0.09, -0.08, -0.02], [0.01, -0.02, -0.01], [0.01, -0.01, -0.01], [-0.01, -0.02, 0.01]], "lowdin_charge": [1.6996, -0.2504, -0.2237, -0.1999, -0.2457, -0.4332, -0.0438, -0.0308, -0.0065, -0.0289, -0.0408, 0.0685, 0.0668, 0.1040, 0.0846, 0.1003, 0.0538, 0.0800, 0.0762, 0.0869, 0.0712, 0.0742, 0.0957, 0.1004, 0.0727, 0.0638, -0.2223, 0.7110, -0.4107, -0.2499, -0.2262, 0.0206, -0.0322, -0.0036, -0.1306, 0.0350, -0.0097, -0.1247, 0.0040, -0.1410, -0.2824, -0.0563, -0.0510, -0.0425, -0.0442, -0.0451, 0.1117, 0.1186, 0.1242, 0.1330, 0.1240, 0.0972, 0.1018, 0.1216, 0.1173, 0.1165, 0.1051, 0.1729, -0.5488, 0.1753, 0.1944, -0.2586, -0.2292, -0.5485, 0.1758, 0.1905, 0.1842, -0.5394, 0.2036, 0.1314, 0.1744, 1.1607, -0.4660, -0.0958, -0.3002, -0.0165, -0.0483, -0.0581, -0.0651, -0.4559, 0.0737, 0.0845, 0.1142, 0.1133, 0.1171]}

***

(2)
{"formula": "C9H11INO4", "method": "the ωB97M-V functional and the def2-TZVPD basis", "orbital_gap_ev": 7.5, "total_energy_ev": -27291.4774, "lumo_ev": 2.53, "charge": -1, "homo_energy_ev": -4.96, "symbols": ["C", "C", "O", "N", "C", "I", "O", "C", "C", "C", "C", "C", "C", "O", "O", "H", "H", "H", "H", "H", "H", "H", "H", "H", "H", "H"], "xyz": [[1.378, 1.299, -3.570], [1.594, 1.007, -2.273], [2.810, 1.103, -1.779], [0.623, 0.468, -1.425], [-0.497, 0.896, -1.118], [-1.419, 2.773, -1.965], [-1.403, 0.374, -0.324], [-0.850, -0.371, 0.696], [-1.044, -1.732, 0.711], [-1.898, -2.440, -0.300], [-0.029, 0.464, 1.670], [-0.640, 0.307, 3.074], [1.454, -0.051, 1.298], [2.165, 0.753, 0.687], [1.748, -1.136, 1.677], [2.229, 1.499, -4.147], [0.429, 1.047, -4.036], [2.654, 1.220, -0.798], [-0.442, -2.331, 1.498], [-2.792, -1.907, -0.312], [-2.138, -3.346, 0.165], [-1.294, -2.476, -1.227], [-0.224, 1.540, 1.499], [-0.165, -0.365, 3.700], [-0.535, 1.295, 3.468], [-1.712, 0.110, 3.130]], "forces_ev_per_a": [[-1.41, -1.08, 1.02], [-0.58, 0.02, -1.70], [0.18, 0.60, 1.18], [-0.98, 0.15, 0.16], [0.45, 1.16, -1.67], [0.30, -0.60, 0.34], [-0.94, 0.24, -0.64], [0.39, -3.01, 1.31], [1.62, 2.11, 1.54], [2.41, 0.86, 0.53], [-1.21, -0.94, -0.81], [-0.21, 1.29, -0.83], [-0.99, 2.91, 0.98], [0.82, 1.79, -0.67], [0.50, -3.72, 1.41], [0.92, 0.54, -0.84], [0.22, 0.22, 0.07], [0.55, -0.76, 0.23], [-1.22, 1.28, -1.33], [-1.62, 1.01, -1.03], [-0.17, -1.91, -0.09], [-0.97, -0.40, 0.12], [0.59, -0.58, -0.85], [1.18, -1.56, 1.17], [0.15, 0.56, 0.99], [0.01, -0.20, -0.58]], "lowdin_charge": [0.0072, -0.5223, 0.0523, 0.1730, -0.7032, 0.6671, -0.0736, -0.2714, -0.0682, -0.0879, -0.1812, -0.0613, -0.7112, -0.0474, 0.0390, 0.0317, 0.0356, 0.0724, 0.1433, 0.0486, 0.0434, 0.0980, 0.1349, 0.0457, 0.0574, 0.0780]}

***

(3)
{"formula": "C13H15N2NiOS4Sb", "method": "the ωB97M-V functional and the def2-TZVPD basis", "orbital_gap_ev": [6.5, 5.7], "total_energy_ev": -109676.3159, "lumo_ev": [2.57, 1.53], "multiplicity": 2, "charge": -1, "homo_energy_ev": [-3.92, -4.15], "symbols": ["Ni", "S", "C", "C", "C", "C", "C", "C", "C", "C", "C", "N", "H", "H", "H", "H", "H", "H", "S", "Sb", "S", "S", "C", "N", "C", "C", "C", "O", "H", "H", "H", "H", "H", "H", "H", "H", "H"], "xyz": [[-0.532, -1.028, -1.673], [3.483, 0.888, -1.646], [3.772, -0.802, -1.733], [2.642, -1.534, -1.906], [1.452, -0.756, -1.979], [1.749, 0.582, -1.834], [0.777, 1.627, -1.794], [1.076, 2.993, -1.673], [0.043, 3.903, -1.624], [-1.268, 3.447, -1.689], [-1.482, 2.083, -1.816], [-0.501, 1.201, -1.869], [4.781, -1.159, -1.660], [2.656, -2.611, -1.969], [2.108, 3.309, -1.610], [0.250, 4.962, -1.535], [-2.102, 4.130, -1.642], [-2.483, 1.680, -1.893], [-2.988, -2.838, 1.049], [-2.520, -3.092, -1.213], [-2.686, -1.026, -2.448], [-0.149, -3.397, -1.457], [-1.831, 0.526, 2.205], [-0.793, -0.444, 2.495], [-0.543, -0.853, 3.854], [-0.233, -1.036, 1.421], [0.716, -2.183, 1.589], [-0.504, -0.595, 0.304], [-2.204, 0.959, 3.130], [-2.651, 0.035, 1.672], [-1.430, 1.313, 1.561], [-1.088, -0.191, 4.525], [0.523, -0.770, 4.086], [-0.875, -1.878, 4.034], [0.951, -2.436, 2.613], [1.622, -1.962, 1.026], [0.262, -3.048, 1.099]], "forces_ev_per_a": [[1.68, 0.07, -2.21], [-0.62, -0.31, -0.13], [0.16, 0.24, -0.04], [-0.05, 0.00, -0.10], [-1.23, 0.51, 1.07], [1.15, -0.56, -0.21], [-0.53, 0.48, 0.09], [-0.01, -0.22, 0.00], [-0.11, -0.06, 0.02], [0.13, 0.00, -0.01], [-0.35, 0.22, -0.01], [0.61, -0.92, -0.01], [0.23, -0.13, 0.02], [-0.03, -0.14, -0.01], [0.01, 0.02, -0.02], [0.02, 0.04, 0.02], [-0.09, 0.01, -0.04], [-0.05, -0.11, 0.07], [-0.11, -0.21, -0.42], [0.38, 0.48, 0.40], [-0.18, -0.83, 0.58], [-0.93, 0.84, -0.52], [-0.13, 0.12, -0.26], [-0.07, 0.13, 0.08], [0.13, -0.14, 0.11], [0.03, 0.10, -0.26], [-0.01, -0.10, -0.10], [-0.03, 0.37, 1.37], [0.06, -0.01, 0.06], [0.01, 0.07, 0.00], [-0.10, 0.00, 0.07], [0.04, -0.04, -0.02], [-0.10, -0.07, 0.11], [0.00, -0.02, 0.08], [0.08, 0.05, 0.19], [0.04, 0.04, 0.01], [-0.04, 0.09, 0.05]], "lowdin_charge": [-0.1606, 0.9605, -0.4523, -0.2341, -0.2022, -0.5021, -0.2840, -0.0385, -0.0840, -0.0750, -0.1407, 0.0716, 0.0467, 0.0694, 0.0865, 0.0994, 0.0925, 0.0677, -0.2695, 0.2464, -0.0516, 0.0083, -0.0495, -0.1494, -0.0643, -0.5283, -0.0139, -0.0885, 0.0769, 0.0614, 0.0859, 0.0775, 0.0861, 0.0901, 0.0599, 0.0864, 0.0155]}